Record 1
Entry from the OMol25 dataset: a structure of composition C41H30ClHfN9O6 (wB97M-V/def2-TZVPD).

Last column: Mulliken charge in e.
CARTESIAN COORDINATES (ANGSTROEM)
Hf  0.01076  -0.82912  -0.88883  0.863
C  -3.05935  -0.57837  -3.35712  -1.035
N  -2.99149  -1.49419  -2.24860  -0.069
C  -4.15309  -1.71739  -1.41278  -1.242
C  -4.05038  -0.87755  -0.14396  0.505
N  -3.02880  0.03633  -0.10268  -0.026
C  -2.95986  0.23199  2.31593  3.747
C  -3.27943  1.65675  2.75435  -1.468
C  -4.26326  1.81934  3.65783  -0.182
C  -5.15907  0.75149  4.02413  -0.860
C  -5.23271  -0.34480  3.21285  -1.013
C  -4.28181  -0.50288  2.18821  -0.401
N  -4.61122  -1.13771  1.00675  0.046
C  -1.91841  0.40608  -3.38072  0.151
N  -1.26234  0.86725  -2.32578  -0.121
C  -0.52243  1.96649  -2.81507  0.177
C  0.22597  2.92929  -2.14027  -0.473
C  0.81873  3.91835  -2.89720  -0.685
C  0.67698  3.96558  -4.29284  -0.616
C  -0.09852  3.04487  -4.96725  -1.202
C  -0.70417  2.06588  -4.19019  0.732
N  -1.61421  1.06500  -4.50668  0.058
H  -3.13175  -1.06428  -4.33588  0.543
H  -3.96324  0.03047  -3.24359  0.355
H  -2.44350  -2.31794  -2.43255  0.258
H  -5.08973  -1.51771  -1.94531  0.494
H  -4.16703  -2.76538  -1.10952  0.414
H  -2.64076  2.46527  2.41991  0.311
H  -4.42386  2.79865  4.09255  0.411
H  -5.87220  0.89565  4.82257  0.389
H  -6.06392  -1.04090  3.29408  0.396
H  -5.41674  -1.75126  1.02370  0.392
H  0.34351  2.89651  -1.06684  0.359
H  1.41699  4.67151  -2.40290  0.460
H  1.17500  4.74789  -4.84913  0.401
H  -0.23439  3.08960  -6.03902  0.445
H  -1.89426  0.78125  -5.43064  0.330
O  5.80043  -2.73156  -4.56416  -0.701
C  5.77138  -2.12637  -3.48343  0.171
O  6.59883  -1.41178  -2.89311  -0.696
C  4.39977  -2.13418  -2.79722  0.614
C  4.28449  -2.19864  -1.41156  -0.900
C  3.04502  -2.11205  -0.81447  -0.238
N  1.92420  -1.94056  -1.52747  0.091
C  2.03577  -1.87971  -2.87139  0.524
C  3.22661  -2.00152  -3.54187  -0.786
C  0.72726  -1.62113  -3.55925  -0.052
O  0.60351  -1.34577  -4.72319  -0.685
O  -0.28989  -1.69405  -2.69173  -0.456
H  5.18197  -2.27322  -0.81315  0.486
H  2.92029  -2.14755  0.26023  0.451
H  3.26170  -1.98050  -4.62235  0.596
N  4.73316  1.85401  7.61609  -0.524
C  4.13644  1.67532  6.65093  -0.176
C  3.38765  1.45112  5.43982  0.633
C  3.66420  0.33859  4.64943  -0.942
C  2.94160  0.13124  3.48761  0.295
C  1.93580  1.01742  3.11251  -1.004
C  1.66752  2.12578  3.90880  0.023
C  2.39029  2.34820  5.06848  -0.911
C  1.15708  0.79190  1.86089  0.511
C  -0.13037  0.40210  1.97997  -0.163
C  -0.70472  -0.09593  3.23254  -1.474
C  -2.00980  -0.32213  3.35985  -1.179
C  -2.25091  0.19501  1.00336  -0.468
N  -0.97073  0.28618  0.82132  -0.043
C  1.90779  1.02605  0.63464  0.301
C  3.16663  1.57488  0.52472  -0.512
C  3.52160  1.55260  -0.84712  -1.775
C  2.47047  0.99145  -1.51325  -0.955
N  1.45741  0.65922  -0.63541  2.725
H  4.44101  -0.35236  4.94681  0.465
H  3.15526  -0.72727  2.86339  0.550
H  0.88553  2.81383  3.61379  0.499
H  2.18668  3.21003  5.68899  0.457
H  -0.01778  -0.32363  4.03677  0.642
H  -2.44597  -0.73721  4.25901  0.464
H  -2.53754  0.13184  -0.98533  0.021
H  3.76319  1.94716  1.34184  0.710
H  4.44494  1.88686  -1.29067  0.536
H  2.37613  0.80874  -2.57339  0.567
Cl  -1.82479  -5.27779  0.17891  -0.182
C  -0.62864  -4.31784  1.06104  -0.730
C  -0.46771  -2.92287  0.52838  0.470
O  -1.34995  -2.40102  -0.22468  -0.491
O  0.53832  -2.23769  0.83929  -0.384
H  0.33168  -4.82549  1.02718  0.432
H  -0.94883  -4.24173  2.10008  0.345

Properties
- Strongest force on any atom: 0.015 hartree/bohr
- Net charge: 0
- Relative energy (zero: lowest compared OMol25 entry of this formula, charge and spin): 4.291 eV



Record 2
Entry from the OMol25 dataset: a structure of composition C5H8KO3 (wB97M-V/def2-TZVPD).

Last column: Mulliken charge in e.
CARTESIAN COORDINATES (ANGSTROEM)
H  -0.87852  3.34069  -2.45380  0.384
O  -2.12792  2.31003  -1.20841  -0.172
C  -0.87906  2.87775  -1.45026  0.329
O  0.04907  2.76677  -0.71182  -0.428
K  0.16655  0.96026  1.15371  0.990
O  1.73922  -1.13686  1.02748  -0.492
C  2.72582  -1.65237  0.53018  0.207
C  -2.23296  1.45716  -0.20342  -0.150
C  -3.59218  0.91502  -0.13542  -0.814
H  -4.32422  1.35190  -0.82793  0.261
H  -3.50539  -0.17675  -0.27511  0.299
H  -3.91929  1.01687  0.91423  0.303
C  3.23512  -2.99780  0.89312  -0.920
H  3.37968  -1.04196  -0.12718  0.315
H  2.63337  -3.46672  1.67853  0.275
H  4.28559  -2.90097  1.20990  0.307
H  3.24514  -3.62302  -0.01380  0.306

Properties
- Strongest force on any atom: 0.021 hartree/bohr
- Net charge: +1
- Relative energy (zero: lowest compared OMol25 entry of this formula, charge and spin): 0.000 eV



Record 3
Entry from the OMol25 dataset: a structure of composition C32H33ClINO3SnTe (wB97M-V/def2-TZVPD).

Last column: Mulliken spin population.
CARTESIAN COORDINATES (ANGSTROEM)
Sn  3.50501  1.92057  -1.38335  0.407
I  3.25663  1.88426  1.85990  0.034
C  3.03078  -0.18259  1.51969  -0.002
C  2.51796  -0.79892  2.63027  -0.003
C  2.41347  -2.20180  2.64793  0.001
C  2.93031  -2.94493  1.62797  0.001
C  3.39956  -2.30866  0.47260  0.001
C  3.97533  -3.09110  -0.56290  0.004
C  4.40178  -2.48539  -1.72238  -0.001
C  4.26740  -1.09010  -1.88625  -0.014
C  3.75813  -0.27185  -0.89190  0.112
C  3.40053  -0.89283  0.35851  0.001
H  2.22348  -0.18201  3.46946  0.001
H  2.02558  -2.70428  3.56255  0.000
H  2.96946  -4.02524  1.62326  0.000
H  4.03161  -4.19190  -0.44390  0.000
H  4.80634  -3.10225  -2.52835  -0.001
H  4.50329  -0.61503  -2.80039  0.005
Cl  6.70923  -0.21458  -4.71225  -0.001
C  5.87614  1.33769  -4.96377  0.015
C  5.47872  2.14585  -3.73922  0.002
O  5.22958  3.31884  -3.98965  0.002
O  5.25436  1.53280  -2.64126  0.072
H  4.92852  1.12119  -5.48587  0.001
H  6.52540  1.95031  -5.56757  -0.001
C  -0.14214  1.90484  -3.09880  0.053
C  1.20805  1.73353  -2.45302  -0.017
O  2.25650  1.74975  -3.26595  0.010
N  1.36580  1.73054  -1.15071  0.334
Te  -0.28174  0.04785  0.79305  -0.009
C  -1.53788  -1.24823  1.91957  0.001
C  -1.64071  -2.61177  1.60401  0.000
C  -0.87300  -3.24818  0.46084  0.000
C  -2.50146  -3.40443  2.31922  0.000
C  -3.26321  -2.94502  3.37420  0.000
C  -4.12454  -3.90239  4.14406  0.000
C  -3.13952  -1.61521  3.68375  0.000
C  -2.32160  -0.78796  2.95873  0.002
C  -2.15036  0.64818  3.32002  -0.001
C  -1.75738  1.36793  0.00862  0.013
C  -1.54124  2.74383  0.18709  -0.011
C  -0.37807  3.34755  0.93600  -0.009
C  -2.49341  3.60951  -0.36346  0.001
C  -3.67142  3.17621  -0.98482  0.000
C  -4.70071  4.13779  -1.49115  0.000
C  -3.79651  1.83071  -1.20343  0.000
C  -2.82103  0.88771  -0.75550  0.003
C  -3.05049  -0.56478  -1.05030  0.000
H  -0.19722  2.96609  -3.40836  0.001
H  -0.88144  1.64748  -2.37466  -0.015
H  -0.16262  1.34069  -3.99980  -0.004
H  -0.08119  -2.60972  0.02909  0.000
H  -1.51156  -3.58627  -0.38124  0.000
H  -0.35591  -4.13934  0.81702  0.000
H  -2.66076  -4.42405  2.01845  0.000
H  -3.51603  -4.36984  4.90480  0.000
H  -4.46194  -4.70402  3.48190  0.000
H  -4.96672  -3.44029  4.62451  0.000
H  -3.72172  -1.16648  4.51585  0.000
H  -2.66998  0.90688  4.21112  0.000
H  -2.52676  1.32575  2.53372  0.000
H  -1.08368  0.85724  3.42616  0.001
H  -0.04832  2.72080  1.72889  0.002
H  -0.59682  4.32726  1.31650  0.000
H  0.49715  3.39559  0.30746  0.008
H  -2.28295  4.66412  -0.18085  0.000
H  -5.67000  3.61796  -1.45213  0.000
H  -4.45658  4.47841  -2.52585  0.000
H  -4.71643  5.02231  -0.85392  0.000
H  -4.67701  1.48864  -1.65912  0.000
H  -3.76182  -0.68161  -1.83973  0.000
H  -3.43601  -1.09751  -0.18910  0.000
H  -2.11617  -1.03613  -1.39586  0.000

Properties
- Strongest force on any atom: 0.040 hartree/bohr
- ⟨S²⟩: 0.761
- E: -2759.9219 Ha
- 2S+1: 2
- Net charge: -1



Record 4
Entry from the OMol25 dataset: the molecule C4H5F3O (wB97M-V/def2-TZVPD).

Last column: Mulliken charge in e.
CARTESIAN COORDINATES (ANGSTROEM)
C  0.93892  1.05000  0.28314  -1.451
C  0.12536  -0.20493  0.16025  1.064
C  -1.36349  0.16684  0.00847  0.639
F  -2.19748  -0.82696  -0.34370  -0.285
F  -1.90606  0.62365  1.16062  -0.264
F  -1.58859  1.12795  -0.93451  -0.270
C  0.51493  -1.47533  -0.46375  -0.520
O  0.44877  -1.27855  0.90120  -0.453
H  1.96440  0.87062  0.76367  0.351
H  0.48795  1.76370  0.87981  0.423
H  1.16114  1.81192  -0.61623  0.255
H  -0.09539  -2.24697  -0.90071  0.278
H  1.50955  -1.38196  -0.89825  0.232

Properties
- Strongest force on any atom: 0.083 hartree/bohr
- Structure (SMILES): C[C@@]1(C(F)(F)F)CO1
- Net charge: 0
- Relative energy (zero: lowest compared OMol25 entry of this formula, charge and spin): 0.505 eV



Record 5
Entry from the OMol25 dataset: a structure of composition C19H31ClN2PtS (wB97M-V/def2-TZVPD).

Last column: Mulliken spin population.
CARTESIAN COORDINATES (ANGSTROEM)
C  -0.14734  0.14266  -5.50919  0.055
C  1.23910  0.65940  -5.54037  -0.006
C  -0.39139  -1.26734  -5.85006  0.004
C  -1.27573  1.09809  -5.53557  -0.012
Cl  -0.18675  -0.00522  -2.71792  0.066
H  -0.40443  -1.44964  -6.94127  0.000
H  -1.36104  -1.59378  -5.45409  0.001
H  0.39352  -1.90506  -5.42350  0.001
H  1.57618  0.92419  -6.55453  0.001
H  1.92966  -0.10056  -5.15383  0.001
H  1.32273  1.55716  -4.91601  0.003
H  -1.48834  1.48667  -6.54473  0.003
H  -1.06017  1.95626  -4.88702  0.003
H  -2.18817  0.60795  -5.17318  0.001
C  1.06230  -1.39396  1.19225  0.150
C  0.54593  -2.64335  0.70915  0.337
C  0.89726  -2.79102  -0.65529  0.075
H  0.05182  -3.39130  1.32487  0.007
C  1.64812  -1.67838  -1.07691  0.317
C  1.79493  -0.76604  0.05731  0.193
H  2.54012  0.01528  0.16357  -0.001
H  1.14227  -1.06713  2.22577  0.054
H  0.69135  -3.66640  -1.26816  0.009
H  2.11895  -1.53384  -2.04221  0.019
C  -2.21258  0.05408  1.10289  0.168
C  -2.31772  -1.32337  1.46010  0.265
C  -2.40394  -2.09532  0.27596  0.122
H  -2.44073  -1.69726  2.47140  0.003
C  -2.32186  -1.25874  -0.85261  0.370
C  -2.26478  0.12697  -0.38060  0.177
H  -2.48627  1.02643  -0.94266  0.001
H  -2.32537  0.91947  1.74811  0.034
H  -2.58889  -3.17046  0.23278  0.008
H  -2.38091  -1.55178  -1.89644  0.018
Pt  -0.16404  0.09934  -0.06363  0.957
C  2.99539  1.35413  2.40898  0.004
N  1.82194  1.15158  3.25001  0.047
C  2.08087  0.95313  4.68012  -0.003
C  0.58935  1.43994  2.80293  0.015
S  0.36822  1.97843  1.16703  0.504
N  -0.45771  1.41729  3.67639  0.022
C  -0.81520  0.18727  4.39984  -0.001
C  -1.49046  2.45095  3.63793  0.005
H  3.76075  1.87328  2.99728  -0.001
H  2.72706  1.96808  1.54116  0.001
H  3.40529  0.39546  2.06608  -0.004
H  1.39023  1.56663  5.27415  0.002
H  1.97248  -0.10646  4.95704  0.002
H  3.11051  1.26530  4.87588  0.001
H  -0.65042  0.33306  5.47757  0.000
H  -1.88063  -0.03387  4.24065  -0.001
H  -0.22822  -0.66858  4.04351  0.002
H  -1.18476  3.23486  2.93911  -0.004
H  -2.46018  2.03690  3.33249  0.003
H  -1.59832  2.87859  4.64745  0.001

Properties
- Strongest force on any atom: 0.036 hartree/bohr
- ⟨S²⟩: 6.027
- E: -1829.0028 Ha
- 2S+1: 5
- Net charge: +2



Record 6
Entry from the OMol25 dataset: a structure of composition C7H5F2NO2S (wB97M-V/def2-TZVPD).

Last column: Mulliken charge in e.
CARTESIAN COORDINATES (ANGSTROEM)
C  -1.19506  0.67627  0.67217  -0.371
C  0.08512  0.31730  1.08545  -0.468
C  -1.58339  0.65888  -0.64084  -0.887
C  1.06034  -0.09322  0.21850  -0.945
C  -0.67902  0.17858  -1.50906  0.832
C  0.64251  -0.25996  -1.09699  0.527
C  1.36140  1.79312  -3.31885  0.087
N  1.30926  -0.77657  -2.23283  -0.203
O  -0.88525  0.01408  -2.85725  -0.451
O  0.67481  -0.98903  -4.67696  -0.624
F  0.47778  2.62195  -3.85240  -0.181
F  2.38609  1.64019  -4.17678  -0.189
S  0.60219  -0.03971  -3.56303  0.832
H  -1.67262  1.04025  1.53615  0.357
H  0.39592  0.42698  2.07599  0.419
H  -2.44323  1.10295  -0.91923  0.523
H  2.01959  -0.36950  0.44463  0.481
H  2.21705  -1.29937  -2.43394  0.260

Properties
- Strongest force on any atom: 0.070 hartree/bohr
- E: -1072.7284 Ha
- Net charge: 0



Question: Among the records above, which one has the highest strongest force on any atom?
Answer: C4H5F3O